(1)
This record from the OMol25 dataset describes a molecular structure, C52H48F4N5NiO5Sb2 at a distorted geometry. The level of theory is wB97M-V/def2-TZVPD.

Calculated values
- expectation value of S² = 2.004
- lowest unoccupied orbital energy (spin up / spin down) (hartree) = -0.119 / -0.119
- energy above the lowest of the compared OMol25 structures with the same formula, charge and spin (kcal per mole) = 8.3
- strongest force on any atom (eV/Å) = 1.80

Structure (ORCA input):
```
! wB97M-V def2-TZVPD RIJCOSX def2/J DEFGRID3
* xyz 1 3
Ni -0.62 -0.58 -0.53
F -0.56 6.44 -0.04
C -1.01 5.67 -1.06
C -0.87 4.32 -0.96
C -1.32 3.48 -1.98
C -1.03 2.04 -1.93
O -0.42 1.57 -0.95
C -1.46 1.31 -3.07
C -2.23 1.91 -4.02
N -2.52 3.22 -4.05
C -3.39 3.76 -5.07
C -2.80 4.52 -6.22
C -3.41 3.17 -6.44
C -2.00 4.05 -3.06
C -2.10 5.44 -3.15
C -1.59 6.28 -2.18
N -1.63 7.68 -2.37
C -0.80 8.57 -1.57
C -0.79 9.95 -2.27
N -1.07 9.73 -3.72
C -2.50 9.31 -3.92
C -2.86 8.32 -2.80
C -1.08 -0.13 -3.34
O -1.39 -0.61 -4.42
O -0.37 -0.72 -2.44
H -0.41 3.90 -0.07
H -2.62 1.29 -4.81
H -4.33 4.11 -4.67
H -1.72 4.59 -6.28
H -3.32 5.40 -6.58
H -2.74 2.35 -6.67
H -4.36 3.10 -6.93
H -2.56 5.86 -4.03
H 0.21 8.16 -1.53
H -1.15 8.70 -0.55
H 0.18 10.43 -2.14
H -1.56 10.61 -1.88
H -0.47 8.96 -4.03
H -0.86 10.55 -4.27
H -2.58 8.85 -4.91
H -3.13 10.19 -3.89
H -3.57 7.58 -3.16
H -3.33 8.85 -1.97
C -0.35 1.82 2.35
C -0.62 0.50 3.09
C -0.09 -0.75 2.40
Sb 2.08 -0.80 2.54
C 2.38 -1.75 4.45
C 3.52 -1.32 5.12
C 3.82 -1.81 6.39
C 2.98 -2.75 6.98
C 1.85 -3.19 6.30
C 1.55 -2.70 5.04
C 2.25 -2.50 1.22
C 2.02 -2.30 -0.13
C 2.18 -3.34 -1.04
C 2.57 -4.59 -0.60
C 2.81 -4.80 0.75
C 2.66 -3.76 1.66
Sb 1.60 2.58 1.57
C 2.73 2.70 3.40
C 2.31 2.15 4.61
C 3.07 2.31 5.77
C 4.26 3.02 5.73
C 4.68 3.59 4.53
C 3.91 3.44 3.38
C 3.06 1.49 0.34
C 4.35 1.26 0.82
C 5.30 0.68 -0.01
C 4.97 0.32 -1.31
C 3.70 0.55 -1.79
C 2.74 1.15 -0.97
H -0.64 2.66 2.98
H -0.97 1.84 1.46
H -1.71 0.42 3.15
H -0.25 0.53 4.11
H -0.35 -0.75 1.31
H -0.52 -1.65 2.82
H 4.19 -0.59 4.66
H 4.70 -1.46 6.91
H 3.20 -3.12 7.97
H 1.21 -3.93 6.76
H 0.67 -3.05 4.53
H 1.72 -1.32 -0.51
H 2.00 -3.16 -2.10
H 2.70 -5.40 -1.30
H 3.14 -5.77 1.10
H 2.85 -3.93 2.72
H 1.38 1.59 4.67
H 2.72 1.87 6.70
H 4.85 3.14 6.62
H 5.60 4.15 4.49
H 4.23 3.91 2.46
H 4.61 1.51 1.84
H 6.30 0.51 0.37
H 5.72 -0.14 -1.95
H 3.42 0.26 -2.80
H 1.75 1.34 -1.37
F -5.61 1.46 -0.12
C -4.42 1.40 -0.71
F -4.04 2.68 -0.98
F -4.58 0.80 -1.90
C -3.33 0.71 0.18
O -3.33 1.04 1.35
O -2.58 -0.08 -0.47
N -0.97 -8.04 -1.06
C -1.02 -6.90 -0.93
C -1.06 -5.47 -0.77
C -0.85 -4.89 0.47
C -0.88 -3.51 0.56
N -1.07 -2.71 -0.49
C -1.31 -3.28 -1.68
C -1.31 -4.65 -1.86
H -0.66 -5.49 1.35
H -0.74 -3.04 1.52
H -1.48 -2.61 -2.51
H -1.50 -5.07 -2.84
*
```

(2)
This record from the OMol25 dataset describes a molecular structure, C52H49BrI2MgN6O3Sb at a distorted geometry. The level of theory is wB97M-V/def2-TZVPD.

Calculated values
- lowest unoccupied orbital energy (hartree) = -0.086
- energy above the lowest of the compared OMol25 structures with the same formula, charge and spin (kcal per mole) = 6.5
- strongest force on any atom (eV/Å) = 1.08

Structure (ORCA input):
```
! wB97M-V def2-TZVPD RIJCOSX def2/J DEFGRID3
* xyz 1 1
Mg -1.40 -1.60 -0.88
I -7.30 2.15 2.23
C -5.80 1.35 1.04
C -5.16 2.14 0.09
C -4.13 1.61 -0.66
I -3.35 2.71 -2.24
C -3.64 0.31 -0.45
O -2.59 -0.13 -1.06
C -4.40 -0.51 0.42
C -4.17 -1.99 0.44
N -2.77 -2.41 0.65
C -2.66 -3.86 0.72
C -2.09 -4.49 -0.53
C -2.14 -5.87 -0.67
C -1.59 -6.45 -1.80
C -1.01 -5.62 -2.75
C -1.02 -4.26 -2.53
N -1.54 -3.69 -1.44
C -5.44 0.02 1.17
H -5.48 3.16 -0.08
H -4.81 -2.44 1.21
H -4.48 -2.43 -0.52
H -2.45 -2.00 1.51
H -2.03 -4.14 1.57
H -3.65 -4.30 0.91
H -2.62 -6.47 0.09
H -1.62 -7.52 -1.94
H -0.57 -6.02 -3.65
H -0.58 -3.59 -3.25
H -5.98 -0.62 1.85
C -3.13 -1.18 -3.97
O -1.87 -1.36 -3.33
C -0.75 -1.13 -4.05
C -0.69 -1.07 -5.43
C 0.54 -0.81 -6.03
Br 0.63 -0.70 -7.91
C 1.69 -0.62 -5.29
C 1.63 -0.69 -3.89
C 0.40 -0.97 -3.27
O 0.27 -1.07 -1.93
C 2.81 -0.41 -3.07
N 2.76 -0.28 -1.76
C 4.04 0.04 -1.35
C 4.53 0.31 -0.07
C 5.88 0.58 0.03
C 6.72 0.59 -1.09
C 6.24 0.35 -2.36
C 4.88 0.07 -2.46
N 4.06 -0.21 -3.55
H -3.14 -0.25 -4.54
H -3.86 -1.11 -3.17
H -3.35 -2.04 -4.62
H -1.57 -1.20 -6.03
H 2.61 -0.40 -5.79
H 1.17 -0.76 -1.53
H 3.87 0.35 0.78
H 6.30 0.82 1.00
H 7.77 0.81 -0.96
H 6.88 0.37 -3.23
H 4.35 -0.25 -4.51
C 3.51 -3.66 1.41
N 2.13 -3.21 1.42
C 1.29 -3.15 2.50
C 0.12 -2.64 2.04
N 0.21 -2.40 0.69
C 1.44 -2.75 0.37
H 3.80 -3.91 2.43
H 4.16 -2.87 1.04
H 3.61 -4.55 0.78
H 1.61 -3.45 3.48
H -0.76 -2.42 2.62
H 1.87 -2.70 -0.61
C 1.64 0.35 3.73
C 2.40 1.34 2.90
C 3.70 1.67 3.28
C 4.42 2.63 2.60
C 3.85 3.28 1.52
C 2.56 2.95 1.13
C 1.82 1.98 1.80
Sb -0.23 1.54 1.26
C -0.94 2.27 3.16
C -0.32 3.40 3.70
C -0.69 3.89 4.94
C -1.69 3.25 5.66
C -2.31 2.13 5.13
C -1.94 1.63 3.88
C -2.61 0.38 3.37
C -0.54 3.36 0.17
C -1.28 4.40 0.71
C -1.42 5.60 0.04
C -0.80 5.78 -1.18
C -0.07 4.74 -1.74
C 0.04 3.51 -1.09
C 0.71 2.36 -1.79
H 2.31 -0.36 4.21
H 0.93 -0.23 3.12
H 1.06 0.85 4.50
H 4.13 1.17 4.14
H 5.42 2.89 2.93
H 4.39 4.05 0.99
H 2.12 3.50 0.31
H 0.47 3.90 3.15
H -0.20 4.76 5.34
H -1.99 3.63 6.62
H -3.09 1.64 5.68
H -3.58 0.23 3.85
H -2.00 -0.50 3.58
H -2.79 0.43 2.29
H -1.76 4.28 1.68
H -2.01 6.40 0.48
H -0.88 6.72 -1.71
H 0.39 4.86 -2.71
H 1.12 2.67 -2.75
H -0.03 1.58 -1.96
H 1.53 1.94 -1.20
*
```